# C5H15NO2

C5H15NO2 as an isolated structure (wB97M-V/def2-TZVPD, the Open Molecules 2025 dataset).

Properties
- HOMO-LUMO gap (alpha / beta) (eV) = 8.03 / 7.46
- HOMO energy (alpha / beta) (eV) = -4.103 / -4.110
- total charge = -1
- LUMO energy (alpha / beta) (eV) = 3.92 / 3.35
- largest force on an atom (eV Å⁻¹) = 2.70
- calculated total energy (eV) = -11011.1526
- 2S+1 = 2

Geometry as XYZ:
```
23
C5H15NO2 | the Open Molecules 2025 dataset | wB97M-V/def2-TZVPD
C -0.416 1.565 -1.865
C 0.314 0.216 -1.871
C 0.179 -0.401 -0.511
N 0.864 -1.749 -0.556
C 0.838 -2.458 0.671
C 1.412 -1.696 2.024
H -1.474 1.393 -1.778
H -0.262 1.964 -2.858
H -0.006 2.192 -1.084
H -0.175 -0.487 -2.560
H -0.887 -0.693 -0.463
H 0.174 0.422 0.198
H -0.227 -2.851 0.922
H 1.536 -3.307 0.615
H 0.700 -1.027 2.558
H 1.747 -2.484 2.723
H 2.299 -1.152 1.696
H -0.776 3.306 1.588
H 1.277 0.403 -2.330
O -0.426 2.572 1.053
H -1.372 1.942 0.912
H -3.101 1.323 0.320
O -2.218 1.008 0.598
```

Charges computed using Mulliken, reported in e: C -1.141; C -0.344; C -0.264; N -0.533; C -0.308; C -1.056; H 0.240; H 0.441; H 0.329; H 0.211; H 0.288; H 0.243; H 0.249; H 0.341; H 0.301; H 0.369; H 0.285; H 0.203; H 0.330; O -0.826; H 0.382; H 0.160; O -0.902



# C10H18N3O2

An isolated ion of composition C10H18N3O2 and charge +1 (wB97M-V/def2-TZVPD, the Open Molecules 2025 dataset).

Properties
- SMILES = CCC[N@@+](C)(C(=O)CC)c1nnc(C)o1
- HOMO-LUMO gap (eV) = 10.29
- HOMO energy (eV) = -13.799
- total charge = +1
- LUMO energy (eV) = -3.51
- largest force on an atom (eV Å⁻¹) = 4.82
- calculated total energy (eV) = -19217.5527

Geometry as XYZ:
```
33
C10H18N3O2 | the Open Molecules 2025 dataset | wB97M-V/def2-TZVPD
C 1.670 -2.798 0.087
C 0.626 -0.987 -0.012
C -1.015 0.910 -0.990
C 1.890 -4.256 0.349
C -1.234 1.178 -3.492
C 0.543 2.677 2.470
C -1.789 -1.116 -0.008
C -0.346 0.732 -2.246
C 0.515 1.669 1.329
C -0.592 0.586 1.446
N 2.155 -2.123 -0.950
N 1.474 -1.005 -1.018
N -0.614 -0.157 0.158
O -1.956 1.575 -0.672
O 0.682 -2.066 0.720
H 2.668 -4.445 1.158
H 0.960 -4.789 0.608
H 2.302 -4.704 -0.617
H -1.441 2.197 -3.436
H -0.656 0.825 -4.307
H -2.070 0.553 -3.380
H -0.360 2.683 3.006
H 1.311 2.377 3.256
H 0.679 3.708 2.153
H -2.715 -0.538 -0.031
H -1.559 -1.645 -0.998
H -1.660 -1.753 0.930
H 0.133 -0.251 -2.467
H 0.605 1.361 -2.502
H 1.460 1.084 1.361
H 0.488 2.183 0.337
H -0.535 -0.203 2.281
H -1.551 1.012 1.416
```

Charges computed using Mulliken, reported in e: C 0.702; C 0.242; C 0.590; C -1.046; C -1.371; C -1.288; C -0.927; C -0.589; C 0.111; C -0.751; N -0.795; N -0.002; N 0.319; O -0.468; O -0.302; H 0.280; H 0.309; H 0.324; H 0.366; H 0.435; H 0.386; H 0.390; H 0.310; H 0.348; H 0.416; H 0.344; H 0.427; H 0.495; H 0.329; H 0.244; H 0.216; H 0.375; H 0.582